The following is a DFT calculation (ωB97M-V/def2-TZVPD) of a 2-piece molecular cluster, C15H28N2O6PS overall.

CARTESIAN COORDINATES (ANGSTROEM)
C  2.31332  0.64448  2.78937
C  1.60410  -0.05122  1.61261
C  1.83191  0.73811  0.32275
C  2.00217  -1.53386  1.49507
C  3.52895  -1.76600  1.47259
C  1.28028  -2.20333  0.31566
O  0.58832  -3.41743  0.71432
C  -0.61805  -3.24649  1.24331
C  -0.88932  -3.88814  2.47704
N  -2.05202  -3.80415  3.06356
N  -2.96518  -3.07676  2.45317
C  -2.83148  -2.42937  1.29216
C  -4.00953  -1.65605  0.77550
P  -4.64705  -0.62009  2.12042
O  -5.38694  -1.44420  3.08730
O  -5.40507  0.55086  1.38915
O  -3.33671  0.02267  2.77554
C  -1.61890  -2.51649  0.62675
H  3.24921  1.08579  2.44349
H  1.69994  1.47978  3.12839
H  2.52332  -0.03084  3.61721
H  0.52953  -0.02840  1.83800
H  1.45251  0.25612  -0.57334
H  2.88861  0.96533  0.16902
H  1.31411  1.69652  0.41336
H  1.62456  -2.01959  2.40295
H  3.84186  -2.34499  2.34083
H  4.09074  -0.83381  1.48438
H  3.85497  -2.32715  0.59669
H  1.98870  -2.50556  -0.45128
H  0.58934  -1.50347  -0.15511
H  -0.11476  -4.47605  2.94961
H  -3.86218  -2.99776  2.94191
H  -3.66830  -1.02284  -0.04515
H  -4.78190  -2.33184  0.41139
H  -5.69101  1.23678  2.01214
H  -3.39919  -0.02857  3.74103
H  -1.47158  -2.01584  -0.31838
C  1.82153  4.08179  -4.17396
C  0.62400  3.73428  -5.06912
C  0.17712  2.31259  -4.70451
S  0.63104  2.07844  -2.98097
O  1.63503  1.04430  -2.90431
O  -0.55690  1.99920  -2.16252
C  1.42004  3.66826  -2.76145
H  2.06819  5.14083  -4.22043
H  2.70108  3.51758  -4.49055
H  -0.18953  4.43686  -4.87997
H  0.87654  3.80268  -6.12557
H  -0.89606  2.16904  -4.80103
H  0.70659  1.55720  -5.28186
H  2.25724  3.55564  -2.07621
H  0.67678  4.34518  -2.34094

Output
**Electronic energy**: -51394.091 eV
**HOMO energy**: -12.55 eV
**Orbital gap**: 8.4 eV
**Total charge**: +1
**LUMO energy**: -4.133 eV

Mulliken population analysis, charges in e, atoms 1 to 5: -1.72 0.58 -1.16 0.67 -1.53